Computed, not measured: a molecular structure, C56H45N8O5SeSn, with ωB97M-V/def2-TZVPD.

```
116
Properties=species:S:1:pos:R:3:forces:R:3
Sn -20.36483 -8.86774 4.41868 0.1 0.6 0.3
O -21.28284 -10.06279 12.66168 0.0 -0.5 0.3
C -21.60858 -8.92465 12.30724 -0.5 1.0 0.3
O -22.37515 -8.08594 12.85650 0.6 -0.5 -0.7
C -20.93143 -8.48800 10.97475 -0.6 0.4 0.3
C -19.94553 -9.28134 10.43657 1.2 0.5 -0.8
C -19.31884 -8.82797 9.26567 0.0 -0.2 -0.6
N -19.66812 -7.71132 8.58491 1.0 -1.3 -0.1
C -20.64045 -7.00293 9.08460 -1.5 0.9 1.7
C -21.28452 -7.33196 10.29558 0.4 -0.4 -0.1
C -21.08181 -5.75096 8.40722 0.8 0.0 -1.4
C -21.31730 -4.58284 9.11940 -0.2 -1.0 0.5
C -21.77301 -3.47682 8.47951 -0.1 0.6 -1.3
C -21.92224 -3.51971 7.07393 0.1 1.2 1.2
C -21.56410 -4.66059 6.44104 1.1 -1.2 -0.3
N -21.10549 -5.74952 7.08006 -0.7 -0.3 -0.3
C -18.31710 -9.67557 8.50893 -0.5 1.2 1.1
C -18.76204 -10.90863 8.09264 -0.2 -0.5 -0.3
C -18.00189 -11.64606 7.21953 0.9 -0.4 0.0
C -16.70818 -11.18139 6.89376 -2.2 -0.3 0.9
C -16.35247 -9.98764 7.46874 1.3 1.1 -0.6
N -17.11570 -9.18373 8.22194 -0.1 -0.8 -0.3
H -19.60018 -10.13317 11.01375 -0.2 -0.1 -0.3
H -22.04651 -6.73857 10.77215 -0.2 0.3 -0.2
H -21.10009 -4.68550 10.15639 -0.2 0.6 0.8
H -21.93895 -2.55008 8.99322 -0.1 0.3 0.3
H -22.11705 -2.61070 6.51122 -0.3 -0.2 0.1
H -21.47736 -4.71981 5.36339 -0.3 0.0 -0.2
H -19.72794 -11.24037 8.43638 -0.2 -0.1 -0.1
H -18.38671 -12.59670 6.85748 0.2 0.1 -0.1
H -16.08609 -11.75775 6.25796 0.7 -0.2 -0.5
H -15.36893 -9.57619 7.20383 -0.2 -0.1 0.3
O -22.31423 -9.71518 4.06325 1.1 0.4 0.6
C -22.86433 -10.48406 5.09803 -0.4 0.1 -0.2
C -21.78503 -11.17580 6.05751 -1.3 -0.3 0.1
C -20.77923 -11.89914 5.25448 0.7 1.5 -0.7
C -20.79022 -13.24932 5.20202 0.1 -1.2 0.1
C -19.85859 -13.86474 4.40230 0.6 -1.4 -0.2
C -18.91585 -13.13621 3.69678 0.4 0.1 -0.5
C -18.93027 -11.73301 3.76509 -0.5 -0.2 0.0
C -18.03123 -10.79282 2.95765 -1.2 -0.5 0.3
C -18.87844 -9.97294 1.86314 0.8 -0.8 -0.2
O -19.72703 -9.09870 2.43954 -0.8 0.5 0.9
C -17.73664 -9.18422 1.22136 0.3 -0.1 -0.9
C -16.94512 -9.62887 0.16881 -1.1 -1.0 0.5
C -15.80989 -8.98087 -0.22393 1.0 -0.2 0.3
C -15.36774 -7.89117 0.51060 0.3 0.9 -0.3
C -16.20231 -7.34321 1.48584 0.6 -1.0 -0.6
C -17.35255 -8.00871 1.82779 -0.5 0.3 -0.1
C -19.69512 -10.88381 0.90491 0.7 0.2 0.0
C -20.94014 -10.41158 0.48433 0.6 -1.3 -0.6
C -21.78864 -11.21278 -0.30556 -0.7 0.9 0.8
C -21.39699 -12.49623 -0.60373 1.1 0.1 -0.2
C -20.09586 -12.91033 -0.28607 -0.8 -0.3 -0.4
C -19.23390 -12.12194 0.45029 -0.1 -0.4 0.6
N -19.88531 -11.15708 4.51601 -0.4 -1.1 0.5
C -23.80649 -9.61147 5.93744 0.2 -0.6 -0.2
C -24.72805 -8.79555 5.30422 0.8 -0.3 -1.3
C -25.51171 -7.95487 6.03043 -1.5 0.2 -0.9
C -25.51169 -8.01514 7.37827 0.0 -0.1 2.6
C -24.63497 -8.83034 8.06518 0.4 -0.4 0.4
C -23.79632 -9.65721 7.31031 -0.1 1.3 0.6
C -23.65991 -11.57730 4.37703 0.8 -0.2 0.2
C -24.74804 -12.19078 4.99644 0.3 1.9 1.3
C -25.43629 -13.18346 4.41934 -0.1 -1.4 -2.0
C -25.03745 -13.62690 3.14276 -1.0 -0.7 1.0
C -23.96676 -13.04069 2.54046 0.4 0.4 -0.2
C -23.23426 -12.01528 3.12192 0.1 0.5 0.4
H -21.30690 -10.44390 6.68779 0.2 0.6 0.1
H -22.29717 -11.88127 6.78858 0.5 0.7 -1.2
H -21.49209 -13.85617 5.76705 0.0 0.3 0.0
H -19.87452 -14.97485 4.40016 0.2 0.8 -0.3
H -18.20275 -13.63079 3.03212 -0.2 0.1 0.4
H -17.67397 -10.00128 3.60681 0.0 0.2 0.3
H -17.11428 -11.24160 2.55452 -0.5 -0.3 -0.1
H -17.15425 -10.60001 -0.25363 -0.2 0.0 -0.4
H -15.21478 -9.49376 -0.97548 0.2 0.5 0.0
H -14.38440 -7.44731 0.33030 -0.4 -0.1 -0.1
H -15.93931 -6.47575 2.03370 0.4 0.6 0.3
H -18.00163 -7.60180 2.56564 -0.4 0.3 0.6
H -21.13537 -9.43166 0.81852 -0.8 0.9 0.2
H -22.80782 -10.86518 -0.59564 1.0 -0.2 0.3
H -22.03080 -13.17640 -1.13602 -0.3 -0.2 -0.2
H -19.82786 -13.88579 -0.66075 0.4 -0.2 0.2
H -18.28034 -12.56368 0.79076 -0.4 0.5 -0.3
H -24.79112 -8.84631 4.21724 0.0 0.2 0.2
H -26.28331 -7.33900 5.59951 0.1 0.2 -0.6
H -26.22308 -7.48395 7.98957 -0.1 0.5 -0.2
H -24.58624 -8.80446 9.17672 0.0 -0.2 -1.0
H -23.02926 -10.18879 7.79986 0.5 -0.7 0.7
H -25.14540 -11.75226 5.91810 0.4 -0.3 -0.1
H -26.29191 -13.59703 4.88583 -0.7 -0.4 0.4
H -25.57502 -14.45082 2.66009 0.2 0.4 0.1
H -23.71168 -13.34800 1.56858 0.5 -0.5 -1.2
H -22.37444 -11.53837 2.59418 -0.9 -0.4 0.6
N -22.02397 -5.59528 1.87935 0.2 0.1 0.0
C -22.07120 -6.79009 2.51768 1.7 0.5 1.3
N -23.02071 -7.66850 2.24657 -1.0 -0.2 -0.8
O -21.19151 -7.01569 3.38578 -0.8 0.5 -0.6
H -22.74320 -5.31984 1.24983 -0.2 0.2 -0.2
H -21.30617 -4.93536 2.16189 -0.3 -0.4 -0.1
H -23.73653 -7.46539 1.55808 0.3 -0.2 0.4
H -23.06768 -8.48327 2.86117 0.1 -0.2 0.0
Se -17.09786 -3.84557 2.43589 0.0 0.1 -0.4
N -18.08327 -4.67222 3.65994 1.1 -0.4 0.0
C -17.19555 -5.25012 4.47125 -0.4 1.1 -0.3
C -17.59993 -5.92800 5.63868 0.9 -0.6 1.1
C -16.63575 -6.35125 6.51819 -0.8 -0.3 -1.7
C -15.25923 -6.10186 6.23183 0.6 0.0 0.5
C -14.81955 -5.40562 5.15575 -0.7 -0.6 0.3
C -15.76536 -4.99511 4.18952 -2.0 -0.8 1.7
N -15.53170 -4.30466 3.14220 0.5 1.5 -1.9
H -18.63622 -6.10012 5.83017 -0.6 -0.2 0.1
H -16.91351 -7.05682 7.27740 -0.1 0.2 0.7
H -14.53815 -6.47954 6.95104 0.0 0.1 0.0
H -13.81976 -5.12357 4.99334 1.2 0.0 -0.1
```
Forces are in eV/Å.

charge = -1

---

Computed, not measured: a molecular structure, C56H47Br2CsIN9O3, with ωB97M-V/def2-TZVPD.

```
119
Properties=species:S:1:pos:R:3:forces:R:3
Cs -0.03627 -0.80527 -0.00985 0.8 1.9 -0.4
Br 2.52784 -6.71166 -5.34959 0.0 0.0 0.0
C 2.08025 -5.43538 -3.99450 0.1 0.0 0.0
C 2.87723 -5.34096 -2.84310 -0.1 0.1 -0.1
C 2.56518 -4.42147 -1.87886 0.0 -0.1 0.0
C 1.43613 -3.52505 -1.97414 0.1 0.1 0.0
O 1.24579 -2.62924 -1.11044 1.0 -1.6 -1.0
C 0.61171 -3.70353 -3.15026 0.0 0.1 0.0
C -0.64218 -3.00942 -3.37835 -0.1 0.0 -0.1
N -1.33102 -2.37128 -2.51433 0.0 0.0 0.3
C -2.66075 -2.04861 -2.75242 -0.1 0.0 -0.1
C -3.51559 -2.88495 -3.44322 0.1 0.0 0.0
C -4.89514 -2.61880 -3.55873 0.0 0.0 0.0
C -5.45227 -1.53700 -2.94205 0.0 0.0 0.0
C -4.62700 -0.67204 -2.18228 0.0 0.1 0.0
C -5.14964 0.41053 -1.43399 0.0 0.0 0.0
C -4.31712 1.18671 -0.68605 0.0 0.0 0.0
C -2.93179 0.91392 -0.72102 0.0 0.0 0.0
N -2.41351 -0.06267 -1.41629 -0.4 0.0 -0.3
C -3.23111 -0.89026 -2.11342 0.0 0.0 0.0
C 0.98139 -4.63106 -4.13967 -0.1 0.1 0.0
H 3.74280 -5.98348 -2.73350 0.0 0.0 0.0
H 3.18607 -4.31965 -0.99539 0.0 0.0 0.0
H -1.03454 -3.11285 -4.40340 0.0 -0.1 0.0
H -3.11470 -3.79952 -3.86269 0.0 0.0 0.0
H -5.52036 -3.30546 -4.11791 0.0 0.0 0.0
H -6.51840 -1.34595 -2.99232 0.0 0.0 0.0
H -6.21968 0.58824 -1.44881 0.0 0.0 0.0
H -4.69231 1.99682 -0.07436 0.0 0.0 0.0
H -2.23811 1.52283 -0.13997 -0.1 -0.1 0.0
H 0.36104 -4.72324 -5.02501 0.0 0.0 0.0
O -1.49654 -1.50597 1.77693 -1.1 -0.5 1.9
C -2.03968 -1.46161 3.00580 -0.3 0.1 0.1
C -2.64175 -0.02732 3.32194 0.1 -0.2 -0.2
C -1.61900 1.06186 3.48127 0.0 0.0 -0.1
C -1.03893 1.31090 4.72370 0.0 0.0 0.0
C -0.12962 2.34508 4.84994 0.0 0.0 0.0
C 0.18563 3.09936 3.73741 0.0 0.0 0.0
C -0.41675 2.79003 2.51924 -0.1 -0.1 0.0
C -0.10780 3.61948 1.30724 0.1 -0.1 0.0
C 1.21247 3.28862 0.48844 0.0 -0.1 0.0
O 1.02665 2.13832 -0.21889 -0.4 0.4 0.1
C 2.41831 3.09501 1.44380 0.0 0.0 0.0
C 2.46951 1.88882 2.15091 0.0 0.0 0.0
C 3.49409 1.61500 3.04223 0.0 0.0 0.0
C 4.52990 2.52689 3.22301 0.0 0.0 0.0
C 4.52251 3.70352 2.49248 0.0 0.0 0.0
C 3.47600 3.98371 1.61411 0.0 0.0 0.1
C 1.40114 4.53343 -0.41748 0.0 0.0 0.0
C 1.50305 5.83555 0.08332 0.0 0.0 0.0
C 1.62171 6.93187 -0.76091 0.0 -0.1 0.0
C 1.63332 6.75369 -2.13927 0.0 -0.1 0.0
C 1.52500 5.46844 -2.65178 0.0 0.0 0.1
C 1.40835 4.37512 -1.79827 0.0 0.0 -0.1
N -1.31189 1.80091 2.40373 0.0 -0.1 0.0
C -3.18997 -2.50333 3.07798 0.1 0.0 -0.1
C -4.52333 -2.18772 2.83495 0.0 0.0 0.1
C -5.50026 -3.17740 2.76182 0.0 0.0 0.0
C -5.16205 -4.51164 2.92892 0.0 0.1 0.0
C -3.82903 -4.84490 3.15320 0.0 0.0 0.0
C -2.86312 -3.85376 3.22077 0.0 0.0 0.0
C -1.02839 -1.75288 4.14156 0.1 -0.1 -0.1
C -1.43195 -2.02003 5.44935 0.1 0.0 0.0
C -0.50171 -2.22464 6.46045 0.0 0.0 0.0
C 0.85942 -2.17476 6.17799 0.0 0.0 0.0
C 1.27349 -1.92685 4.87582 -0.1 0.1 0.0
C 0.33590 -1.71431 3.87027 -0.1 -0.1 0.0
H -3.26276 0.21762 2.45877 0.0 0.1 0.1
H -3.26099 -0.08510 4.22398 0.0 0.1 0.0
H -1.30814 0.70143 5.57653 0.0 0.0 0.0
H 0.33302 2.55812 5.80742 0.0 0.0 0.0
H 0.89635 3.91576 3.79886 0.0 0.0 0.0
H -0.90909 3.48983 0.57777 0.0 0.0 0.0
H -0.09294 4.66411 1.62182 0.0 0.0 0.0
H 1.68435 1.15858 1.98826 0.0 0.1 0.0
H 3.48233 0.68566 3.60312 0.0 0.0 0.0
H 5.34074 2.31274 3.90999 0.0 0.0 0.0
H 5.34071 4.40893 2.59328 0.0 0.0 0.0
H 3.50895 4.90142 1.04347 0.0 0.0 0.0
H 1.49675 6.00545 1.15473 0.0 0.0 0.0
H 1.70240 7.92852 -0.34006 0.0 0.0 0.0
H 1.72042 7.60662 -2.80312 0.0 0.0 0.0
H 1.53031 5.30469 -3.72343 0.0 0.0 0.0
H 1.31586 3.37536 -2.20020 0.0 0.0 0.0
H -4.81504 -1.15490 2.69028 0.0 0.0 0.0
H -6.53055 -2.90042 2.56506 0.0 0.0 0.0
H -5.92332 -5.28163 2.88291 0.0 0.0 0.0
H -3.54333 -5.88461 3.26720 0.0 0.0 0.0
H -1.82402 -4.12474 3.37238 0.0 0.0 0.0
H -2.49223 -2.07620 5.67756 0.0 0.0 0.0
H -0.83771 -2.43274 7.47056 0.0 0.0 0.0
H 1.58678 -2.33421 6.96559 0.0 0.0 0.0
H 2.33137 -1.90213 4.63841 0.0 0.0 0.0
H 0.64430 -1.53176 2.84678 -0.1 0.0 0.1
N 4.15258 -1.55134 1.27374 0.1 0.0 0.0
H 4.46547 -0.98055 0.49408 0.0 0.0 0.0
H 3.75442 -0.89453 1.93522 0.0 0.0 0.0
H 3.37131 -2.08559 0.90833 -0.1 -0.1 -0.1
Br 4.95299 2.50005 -4.09082 0.0 0.0 0.0
C 4.82288 0.59785 -3.95411 0.0 0.0 0.1
C 5.55568 -0.14588 -4.86985 0.0 -0.1 0.0
C 5.50391 -1.53073 -4.82227 0.0 0.0 0.0
C 4.72759 -2.15597 -3.85390 0.0 0.0 0.0
C 4.00740 -1.39272 -2.94773 0.0 0.0 0.0
C 4.02887 0.00535 -2.97973 0.0 0.0 0.0
I 2.74872 1.04404 -1.62420 0.5 0.0 -0.2
H 6.15513 0.36055 -5.61563 0.0 0.0 0.0
H 6.06306 -2.11603 -5.54231 0.0 0.0 0.0
H 4.66730 -3.23719 -3.80640 0.0 0.0 0.0
H 3.38934 -1.87742 -2.20001 0.0 0.0 0.0
N -2.93026 2.42857 -5.83578 0.0 0.2 0.0
N -2.09079 2.36770 -4.72607 0.1 -0.1 -0.1
N -2.36258 2.98888 -3.60537 0.1 0.0 0.0
C -1.29074 2.66764 -2.88266 0.0 -0.1 0.0
N -0.43189 1.89864 -3.56373 0.2 0.0 -0.2
N -0.95490 1.71475 -4.75346 -0.3 0.2 0.4
H -3.85348 2.15944 -5.51608 0.0 -0.1 0.0
H -2.57506 1.72917 -6.47659 0.0 -0.1 0.0
H -1.13015 2.97015 -1.85866 0.1 0.0 -0.1
```
Forces are in eV/Å.

charge = -2

---

no.,E_HOMO (eV),largest force on an atom (eV Å⁻¹),lowest unoccupied orbital energy (hartree)
1,-5.199,2.76,0.0442
2,-2.689,2.20,0.1295